19
Properties=species:S:1:pos:R:3:mulliken_charge:R:1 method="wB97M-V/def2-TZVPD" molar_mass_g_mol=91.2 spin_multiplicity=1 homo_lumo_gap_ev=9.32 smiles=CCCNC.O de_lowest_kj_mol=72.5 e_lumo_ev=0.68
C -0.852 -1.695 0.330 -0.944
C -0.146 -1.142 1.567 -0.340
C 1.183 -0.409 1.377 -0.704
N 1.133 0.809 0.557 -0.341
C 1.474 0.625 -0.849 -0.807
H -0.466 -2.677 0.066 0.289
H -1.919 -1.753 0.488 0.310
H -0.715 -1.079 -0.558 0.183
H -0.794 -0.454 2.111 0.307
H 0.033 -1.995 2.242 0.298
H 1.506 -0.116 2.386 0.259
H 1.966 -1.032 0.970 0.367
H 0.207 1.230 0.654 0.250
H 2.554 0.482 -0.917 0.299
H 0.956 -0.202 -1.338 0.273
H 1.246 1.543 -1.389 0.302
H -1.708 2.757 -2.755 0.318
H -3.066 2.721 -2.081 0.321
O -2.592 2.387 -2.859 -0.640